Record 1
Molecular formula: C8H14AgOSi2
Method: DFT, ωB97M-V/def2-TZVPD

Results
Charge: +1
Calculated total energy in Eh: -1114.1931
HOMO energy in eV: -11.92
Largest force on an atom in eV/A: 0.51
M in g mol⁻¹: 290.2

Structure (XYZ):
```
26
Properties=species:S:1:pos:R:3:mulliken_charge:R:1
C 2.4606 0.3139 -0.7068 -0.660
H -0.6159 2.2354 0.9909 -0.093
H -1.5070 -2.3146 -0.0854 0.731
Si -1.8502 2.5737 0.2519 0.462
C 1.5224 0.6299 -1.6767 -0.807
H 1.7875 1.2927 -2.4918 0.408
H -1.9930 -1.1175 -1.3828 0.305
C 2.1476 -0.5276 0.3654 0.614
H -3.7797 -0.9579 1.0984 -0.213
C -0.0954 -0.7486 -0.5442 0.598
O -2.8075 1.1999 0.1543 -0.185
C 0.2430 0.0957 -1.6045 -0.447
C -1.5062 -1.2558 -0.3857 -1.039
Si -2.4997 -0.2421 0.8612 0.587
H 0.5929 -1.7130 1.2469 0.422
H 3.4612 0.7313 -0.7760 0.369
H 2.9026 -0.3229 2.3638 0.303
C 0.8565 -1.0562 0.4193 -0.416
H 3.1650 -1.9162 1.6595 0.367
H 4.1576 -0.5414 1.1412 0.374
H -2.6038 3.6174 0.9620 -0.134
Ag -3.4422 -2.3360 -1.9224 0.592
H -0.4934 0.3484 -2.3620 0.387
C 3.1545 -0.8462 1.4365 -1.376
H -1.7351 -0.1260 2.1113 -0.053
H -1.5223 2.9837 -1.1245 -0.097
```


Record 2
Molecular formula: C38H116N2O22Zr
Method: DFT, ωB97M-V/def2-TZVPD

Results
ΔE to the lowest compared entry with this formula, charge and spin in kcal/mol: 0.0
Charge: +2
Calculated total energy in Eh: -3328.3279
HOMO energy in eV: -12.73
Largest force on an atom in eV/A: 6.94
M in g mol⁻¹: 1044.6

Structure (XYZ):
```
179
Properties=species:S:1:pos:R:3:mulliken_charge:R:1
H -5.6433 -9.0993 6.8827 -0.605
H -6.3456 -3.7315 14.6364 0.317
H -9.1554 -6.1163 7.2694 -0.383
O -0.5273 -7.3675 13.2315 -0.578
C -2.3591 -7.5665 3.1326 -0.962
H -10.0166 -4.2615 6.3082 0.313
H -4.1487 -5.4294 9.8811 0.318
H -2.1042 -13.5037 6.9948 0.049
H -5.2582 -10.2261 2.9490 0.314
C -7.3040 -10.6999 10.7482 -0.331
H -4.7046 -8.7554 4.5285 -0.530
H -7.6501 -5.2512 7.5655 -0.406
H 1.5750 -5.9015 8.6623 0.171
C 2.0833 -10.4271 10.6655 -0.151
H 1.5420 -9.7316 11.3122 0.353
H -0.4013 -8.8185 9.0909 -0.823
C -5.2740 -13.0120 8.8148 -0.397
H -7.3251 -6.2768 4.5664 0.442
H -4.0680 -2.1913 13.8023 0.296
H -8.7833 -12.6457 6.0953 0.321
H -0.6751 -14.5460 7.0184 0.357
O -1.4928 -2.4710 12.1910 -0.584
H -3.7177 -8.3720 15.1649 0.369
H 1.4886 -6.7606 10.1921 0.061
C -1.4763 -6.4063 8.7963 0.198
C -5.7597 -2.6541 6.8078 -0.181
H -1.6993 -4.1396 13.2617 0.313
H -4.7254 -11.5884 3.8678 0.446
C -5.1310 -7.3806 9.7175 -0.752
H -2.2294 -6.2104 11.1606 -0.666
C -7.5711 -4.1046 11.2136 0.167
H -6.0456 -10.5935 4.5148 0.089
H -0.7730 -4.3964 11.7888 0.411
H -4.1166 -8.5163 13.4342 0.158
H -7.2820 -9.6089 10.7685 0.071
C -8.7258 -5.1292 7.4573 0.700
H -10.8626 -9.1264 6.2308 0.386
H 3.1293 -13.8828 7.1296 0.372
H -1.9167 -12.6793 10.0256 0.749
H -10.6269 -7.4477 6.4470 0.351
C -3.7812 -10.6854 11.5722 -0.408
H 0.4196 -8.4602 4.3619 0.338
C -4.1754 -7.8690 14.3099 -0.747
H 1.1051 -14.2778 5.5341 0.355
H -4.1293 -12.0912 12.7879 0.397
H 1.2934 -15.2034 7.8079 0.376
H -4.1683 -4.9433 4.9895 0.147
H -6.1433 -13.2159 9.4312 0.304
H -2.1707 -5.6517 8.4219 -0.233
H -6.4825 -8.7677 8.3507 0.300
H -2.2292 -6.9292 4.9634 -0.313
H -0.7875 -5.9168 9.4838 0.468
H -2.0207 -11.4603 8.8064 -0.050
H -6.3273 -2.1118 7.5695 0.368
O 3.3303 -9.8154 10.3425 -0.623
H -3.3487 -3.7042 5.9663 -0.099
C -4.5424 -7.8900 8.3842 2.484
H -1.8610 -14.5938 8.3436 0.391
O -4.2402 -9.6195 4.6509 0.615
C -1.0638 -8.5568 9.9206 0.413
H -6.8815 -11.2475 6.8349 0.380
H -0.5858 -9.3854 12.9061 -0.088
H -7.8451 -11.9872 12.0867 0.328
H -1.3234 -7.1057 12.7612 0.097
H -1.3275 -7.6745 2.7987 0.335
C 1.4713 -12.4091 6.6934 1.328
C 1.2254 -13.2038 5.3845 -1.728
H -9.1852 -4.8083 8.3961 0.405
O -2.5011 -8.6710 7.3613 2.439
O -5.4892 -3.3344 14.8126 -0.546
H -5.6903 -6.4203 7.2487 -0.343
O -2.0761 -5.1904 5.2300 -0.499
H 2.2840 -14.7535 9.1904 0.471
C -5.4959 -9.0221 7.9612 -0.193
O -9.2145 -8.5418 7.4379 -0.450
H -8.6843 -9.3285 7.2380 0.226
H -1.4370 -2.1602 11.2770 0.328
H -5.4537 -3.6452 7.1531 -0.259
H -0.5655 -1.0073 8.9276 0.320
O -7.7311 -10.8625 6.5685 -0.447
C -3.2511 -4.3749 5.1089 -0.437
C 2.3657 -13.2801 7.6302 -1.284
H -8.1194 -3.1755 11.0290 0.384
C -0.4641 -12.9051 8.3263 1.500
C -4.9357 -2.8203 13.6137 -0.152
H -5.2385 -7.7184 14.5140 0.336
C 0.5490 -8.2020 6.2300 -0.951
C -4.6598 -6.7673 7.3322 0.118
H 1.5847 -10.7787 9.7586 -0.298
H 2.9728 -12.6657 8.2977 0.487
H 2.9660 -5.9053 9.7086 0.437
H -9.5239 -8.2191 5.3966 0.161
H -4.9088 -1.9739 6.7268 0.323
H 0.1270 -14.3974 9.8679 0.538
H 0.0650 -8.8797 14.4760 0.408
H 1.6241 -8.3711 6.2405 0.547
H -5.6589 -2.2321 13.0443 0.325
C -8.7596 -11.8227 6.8099 -0.787
H -5.3391 -8.2035 10.4036 -0.179
O -8.3815 -5.2064 11.5127 -0.549
H -6.9340 -7.6285 5.5911 -0.140
H -5.1965 -9.9461 8.4565 -0.362
H -1.4585 -9.4842 10.3307 -0.729
O -3.4663 -6.6922 13.9870 -0.284
H -6.4188 -11.0858 10.2363 -0.089
O -9.0670 -4.1916 6.4399 -0.546
H 2.1006 -13.0984 4.7421 0.538
H -8.1818 -10.9570 10.1478 0.504
H -6.0726 -6.8625 9.5332 0.562
H 2.6083 -10.6733 7.2038 0.142
H 3.2712 -11.4591 5.7834 0.587
C 2.3405 -11.2184 6.2941 -1.463
H -4.1110 -5.8705 7.6301 -0.281
N -3.1253 -8.3514 8.5723 0.409
C -1.6412 -3.8702 12.2091 -0.423
C 0.5430 -13.6505 9.1861 -1.021
C -1.1334 -2.7959 8.6604 0.084
H -2.9736 -7.8110 11.4552 -0.166
C -1.3399 -13.9463 7.6399 -1.685
H 1.0344 -12.9951 9.9106 0.105
H -1.6553 -8.8810 14.2210 -0.071
C -5.1000 -10.5699 3.9715 -0.749
O 2.6245 -7.7092 8.7428 -0.467
C 2.1442 -6.5316 9.3539 -0.419
C -6.9204 -7.2916 4.5565 -0.461
H 1.8139 -10.5359 5.6213 0.150
H -4.8863 -12.0713 7.1684 -0.006
C -1.3022 -12.0841 9.3508 -1.347
O -5.6760 -12.3311 7.6299 -0.477
C -10.0698 -8.3819 6.3313 -0.757
H -4.6321 -6.0907 11.3952 0.497
H -2.6206 -6.5179 2.9866 0.256
H -0.8626 -6.6971 7.9402 -1.620
H -1.7800 -2.4630 7.8444 0.288
H -8.6377 -5.6863 10.7216 0.299
O -0.1237 -8.8109 5.0777 -0.624
H 3.0426 -7.4792 7.9091 0.267
H -4.6538 -13.8721 8.5635 0.326
O -4.1212 -12.0401 11.8272 -0.490
H -2.4892 -4.1756 11.5866 -0.119
O -6.4289 -2.8101 5.5699 -0.547
H -6.8464 -4.2422 10.4056 -0.004
H -1.6662 -3.5604 9.2227 -0.320
H -7.5393 -7.9056 3.9017 0.467
H -8.6792 -12.2251 7.8217 0.255
H -3.0702 -8.1398 2.5418 0.259
H -7.3130 -3.1165 5.8052 0.324
H -3.0282 -3.6309 4.3396 0.594
H -5.5897 -6.9721 3.1292 0.225
H 0.3937 -12.8527 4.7709 0.147
H -9.7353 -11.3390 6.7771 0.272
H -4.5903 -3.6540 12.9933 -0.181
H -7.0022 -3.8968 12.1220 -0.301
H 0.2076 -8.7090 7.1311 -0.105
H -3.6736 -10.4143 10.5214 -0.152
H -0.6521 -11.4067 9.9024 -0.285
H 0.3023 -7.1425 6.2724 0.641
H -4.6578 -12.2499 9.2993 -0.068
N 0.2390 -12.0121 7.3484 0.202
C -0.7019 -8.6723 13.7308 -0.025
H -2.8670 -10.4369 12.1208 0.409
C -2.8544 -6.9937 10.7408 0.891
H -4.5547 -10.0254 11.9802 0.273
C -4.2080 -6.3730 10.4282 -1.640
H -0.2385 -3.2436 8.2198 0.255
O -7.3920 -11.1398 12.0824 -0.529
Zr -2.1098 -9.9217 5.5729 0.813
C 1.6320 -14.3594 8.4085 -0.794
H 2.2483 -11.3029 11.2953 0.377
O -0.6107 -11.1729 6.5685 0.390
H -0.3887 -8.0660 10.6232 -0.109
O -2.4714 -7.7894 4.5618 0.974
H -4.2450 -7.0487 6.3638 -0.756
O -5.5798 -7.2408 4.0529 -0.512
H -3.4426 -6.1290 14.7677 0.258
H -1.4132 -4.6010 5.6007 0.248
O -0.8000 -1.7141 9.5378 -0.542
H 3.1402 -9.0316 9.8045 0.342
C -2.2049 -7.5968 9.4558 1.778
```


Record 3
Molecular formula: C28H31N3O3
Method: DFT, ωB97M-V/def2-TZVPD

Results
ΔE to the lowest compared entry with this formula, charge and spin in kcal/mol: 11.7
Charge: 0
Calculated total energy in Eh: -1475.6000
HOMO energy in eV: -7.81
SMILES: Cc1ccccc1C(=O)N1CCN(c2ccc(NC(=O)c3cccc(OC(C)C)c3)cc2)CC1
Largest force on an atom in eV/A: 0.59
M in g mol⁻¹: 457.6

Structure (XYZ):
```
65
Properties=species:S:1:pos:R:3:mulliken_charge:R:1
H -3.5565 1.9076 0.2628 0.550
N -3.3037 -1.2771 -0.7326 0.218
H 5.6502 2.5263 2.6309 0.402
O -4.5234 -0.0346 -2.1639 -0.670
O 3.4608 2.0218 -1.3523 -0.459
H -7.6041 -1.8093 0.4792 0.446
H -2.5421 -2.9428 -1.7176 0.299
C 5.9115 -1.6281 0.6106 -0.055
H 1.5945 4.3920 -2.7118 0.415
H -1.3279 -0.0343 0.6942 0.198
C 5.8271 0.5945 1.7385 -0.608
H -0.9939 -1.4645 1.7118 0.645
H 0.8758 3.8851 -0.2845 0.452
C -6.0892 -0.3088 0.6774 1.250
H -7.6302 -0.1191 2.1437 0.374
H -2.8547 -2.6868 0.7141 0.291
H -3.4428 -1.1250 1.3410 0.506
H 1.6057 2.6551 -3.0621 0.307
C 4.2209 1.6314 -0.2964 0.630
C 2.6693 3.1999 -1.2732 0.590
C -4.2411 -0.3428 -1.0211 0.242
C -2.4954 -1.8509 -1.7854 -1.087
C 1.5112 -1.3188 0.9227 -0.392
H -4.7159 3.0000 2.1490 0.403
C -6.6119 -1.5862 0.0954 -1.426
C -6.7313 0.3201 1.7351 -0.788
C -2.8169 -1.5986 0.5841 -1.130
C 2.8569 -2.9940 -0.8120 -0.816
H -6.6600 -1.5121 -0.9895 0.322
H 4.2208 3.4372 0.8854 0.310
C 2.1977 3.4889 -2.6943 -1.520
H 1.0138 -0.6554 1.6125 0.409
C 1.4859 2.9870 -0.3284 -0.975
H 4.4217 -0.2714 -1.2225 0.546
N 4.9475 -2.5480 0.3176 -0.092
C -4.9291 0.2717 0.1618 0.204
C -1.3609 -1.1361 0.7389 -0.711
C 5.3764 1.8989 1.7954 -0.837
H 0.9787 -3.3074 -1.7515 0.537
O 7.0626 -1.9701 0.7897 -0.659
H -6.7570 1.9745 3.0889 0.395
C 2.8631 -1.5433 1.0899 -0.371
C 1.5037 -2.7855 -0.9662 -0.343
H -0.4216 -1.8290 -2.3886 0.619
C 5.4588 -0.2073 0.6631 -0.007
C -5.0971 2.0753 1.7424 -0.765
H -2.9057 -1.5212 -2.7411 0.540
N -0.5667 -1.7453 -0.3037 0.214
H 3.0540 3.6195 -3.3501 0.395
H 0.8790 2.1602 -0.6910 0.035
C 0.8035 -1.9201 -0.1197 0.216
C -1.0504 -1.3805 -1.6220 -0.560
H -5.9497 -2.4165 0.3430 0.260
C -6.2410 1.5002 2.2673 -0.576
C 4.6871 0.3189 -0.3596 0.170
C -4.4445 1.4614 0.6877 -0.253
H 1.8321 2.7446 0.6740 0.382
C 4.5651 2.4182 0.7997 -0.416
H 3.2824 4.0430 -0.9232 0.203
H 3.3830 -1.0714 1.9089 0.537
H -1.0221 -0.2850 -1.7500 0.034
H 3.3783 -3.6584 -1.4860 0.416
H 5.2963 -3.4783 0.1217 0.266
C 3.5628 -2.3532 0.2027 -0.177
H 6.4488 0.1840 2.5188 0.461
```